1.
Below is C25H25BFeN8O2 as an isolated structure, with properties calculated with the ωB97M-V functional and the def2-TZVPD basis.

Output
spin multiplicity	5
HOMO level (alpha / beta)	-0.3142 / -0.3053	Ha
E_LUMO (alpha / beta)	0.7 / 0.4	eV
⟨S²⟩	6.013
total energy	-2844.87001	Ha
strongest force on any atom	5.2	eV/A
orbital gap (alpha / beta)	9.212 / 8.737	eV

Geometry as XYZ:
```
62
Properties=species:S:1:pos:R:3:forces:R:3:lowdin_charge:R:1
H -0.94293 3.32990 -0.99222 0.15 -0.12 -0.22 0.110
N -0.01841 2.07638 -2.45117 0.10 4.54 -1.70 -0.072
B 0.73993 1.10281 -4.66242 -0.83 -0.21 1.52 -0.459
N 0.51982 2.33598 -3.73564 -0.13 0.39 1.99 0.013
C 0.41950 3.65877 -3.97965 -0.37 -0.47 0.50 -0.061
Fe -0.22930 0.37899 -1.69709 -1.56 -0.71 2.63 0.777
H 0.82231 4.08071 -4.89544 -0.23 -0.12 0.19 0.124
C -0.23275 4.27086 -2.90570 0.09 -0.25 -0.24 -0.050
H -0.52342 5.30258 -2.83530 0.15 0.11 0.05 0.089
C -0.49200 3.25656 -1.97344 1.00 -0.64 -1.57 -0.102
H 1.07590 1.37306 -5.77049 0.07 -0.05 -0.06 0.114
C -2.53861 -2.26401 -0.54645 -0.12 0.07 -0.01 -0.047
H -2.90093 -2.22012 0.48989 0.07 -0.03 -0.36 0.032
H -1.63586 -2.87904 -0.57680 -0.14 0.24 -0.02 0.020
H -3.30197 -2.69212 -1.20985 0.12 0.11 0.25 0.022
N -0.68707 0.44450 -4.58806 -1.19 -0.55 1.10 0.002
N 1.59705 0.03501 -3.93046 0.47 -0.74 1.89 0.011
N -1.23171 0.02437 -3.35201 -1.88 -1.13 -3.06 -0.040
N 1.23137 -0.29403 -2.60739 3.84 -2.57 -2.43 -0.074
C -1.58284 0.24402 -5.55776 0.04 -0.24 0.75 -0.070
C 2.42352 -0.92335 -4.39138 -0.41 -0.03 0.71 -0.060
H -1.33001 0.52800 -6.56974 -0.16 -0.08 0.08 0.126
H 2.83898 -0.85312 -5.38483 -0.07 -0.05 0.02 0.123
C -2.71467 -0.34621 -5.00846 -0.09 -0.05 0.02 -0.059
C 2.59374 -1.90017 -3.40359 0.01 0.31 -0.38 -0.053
C -2.45428 -0.50021 -3.63572 1.09 1.00 -0.90 -0.093
C 1.83953 -1.47848 -2.30878 -0.25 1.32 -1.23 -0.085
H -3.60668 -0.59089 -5.55533 -0.09 -0.17 0.08 0.089
H 3.16385 -2.80766 -3.48732 0.12 0.03 0.00 0.091
H -3.07944 -0.93558 -2.86057 0.27 0.23 -0.23 0.090
H 1.68441 -1.96621 -1.35263 -0.05 0.26 -0.07 0.108
H -2.31489 -1.23613 -0.88187 0.02 -0.40 0.22 -0.019
O 1.02141 2.61143 0.35192 -0.24 -0.80 0.50 0.039
C 0.75916 1.54373 0.88453 -0.13 -0.37 0.20 -0.520
N 0.94156 1.23172 2.21941 0.13 1.53 -0.93 0.151
C 0.50979 -0.09041 2.55500 0.40 -0.48 0.31 -0.292
C 0.27732 -0.65839 1.14075 0.49 -0.93 -0.70 -0.411
O 0.19680 -1.86472 0.88407 -0.26 1.51 0.12 0.025
N 0.21776 0.38557 0.24478 0.51 0.15 1.00 0.050
C 1.60495 -0.73041 3.40690 -0.26 -0.41 0.01 -0.156
C 2.25805 -1.90099 3.03820 0.25 -0.19 0.13 -0.012
C 3.31295 -2.39509 3.81895 -0.18 0.30 0.05 -0.071
C 3.71408 -1.70628 4.96758 -0.23 -0.04 0.05 -0.091
C 3.00259 -0.57147 5.38449 -0.27 -0.01 -0.34 -0.076
C 1.93523 -0.10301 4.61532 0.33 -0.22 -0.04 -0.052
C -0.85077 -0.07420 3.23208 -0.53 -0.21 0.32 -0.140
C -1.10868 -0.78563 4.40436 -0.14 0.20 -0.03 -0.021
C -2.31349 -0.60007 5.08958 -0.01 0.09 -0.28 -0.073
C -3.28254 0.26089 4.56395 0.06 0.15 -0.16 -0.093
C -3.07684 0.88298 3.32136 0.46 -0.28 -0.09 -0.069
C -1.86335 0.68839 2.64812 -0.40 0.23 0.37 -0.020
H 1.30753 1.93119 2.86249 -0.26 -0.50 -0.30 0.164
H 1.92169 -2.45341 2.15952 0.18 0.27 0.25 0.105
H 3.79337 -3.32654 3.50723 -0.03 0.38 0.22 0.104
H 4.54310 -2.07137 5.57513 -0.21 0.06 -0.20 0.100
H 3.24686 -0.04290 6.30769 0.07 -0.28 -0.24 0.103
H 1.32687 0.73390 4.96574 0.29 -0.11 -0.09 0.122
H -0.34707 -1.46382 4.78344 -0.21 0.20 0.08 0.118
H -2.47122 -1.12329 6.03698 -0.05 0.22 -0.35 0.105
H -4.19896 0.46836 5.11867 0.22 -0.18 -0.16 0.099
H -3.83298 1.52792 2.86096 0.20 -0.31 0.33 0.104
H -1.67727 1.14075 1.66845 -0.21 0.01 0.48 0.111
```
Positions in Å, forces in eV/Å.

---

2.
Below is C5H16LiN2O5 as an isolated structure, with properties calculated with the ωB97M-V functional and the def2-TZVPD basis.

Output
spin multiplicity	1
HOMO level	-0.4960	Ha
E_LUMO	-2.5	eV
total energy	-693.23353	Ha
charge	+1
strongest force on any atom	2.3	eV/A
orbital gap	10.982	eV

Geometry as XYZ:
```
29
Properties=species:S:1:pos:R:3:forces:R:3:lowdin_charge:R:1
Li -0.29905 0.04949 -0.29824 0.02 0.24 0.64 0.678
C -0.15093 2.10840 -2.27203 0.63 1.08 1.05 -0.248
C -0.06864 2.88450 -0.96404 -0.47 0.76 -0.63 -0.222
O -0.21026 1.98275 0.11832 0.54 0.20 0.22 -0.125
O -1.33259 1.36548 -2.29696 -0.22 -0.48 0.16 -0.043
H 0.76482 1.50534 -2.22035 -0.10 -0.36 -0.56 0.127
H -0.06379 2.85152 -3.06830 -0.02 -0.24 -0.26 0.133
H -0.82905 3.65622 -0.80510 -0.17 -0.08 -0.67 0.134
H 0.88867 3.41733 -0.98093 0.14 -0.25 0.24 0.130
H -0.27317 2.56364 0.88174 0.01 -0.53 0.37 0.110
H -1.31180 0.71072 -3.00177 -0.02 0.09 -0.09 0.104
C -2.58356 -1.25362 0.87011 -1.57 0.45 -1.57 -0.188
C -1.81643 -2.23139 -0.06062 1.38 -1.09 0.41 -0.168
O -1.01792 -1.55442 -1.04219 -0.54 1.60 -0.50 -0.148
O -1.82932 -0.08208 1.11353 1.18 -0.39 0.20 -0.110
H -3.06212 -1.65006 1.76815 0.93 -0.72 0.16 0.131
H -3.47862 -0.88834 0.34877 0.07 -0.36 -0.53 0.126
H -2.40601 -2.96150 -0.61746 -0.80 0.34 0.50 0.129
H -1.04206 -2.83236 0.42853 -0.57 0.02 0.95 0.123
H -0.39491 -2.14345 -1.47227 -0.11 -0.34 0.22 0.106
H -2.36362 0.56606 1.57721 -0.08 -0.01 -0.07 0.109
C 2.37629 -0.95341 1.20385 0.47 1.02 0.27 -0.639
O 1.35595 -0.74378 0.55338 -0.29 -0.28 -0.37 -0.035
N 2.62660 -0.36913 2.40752 -0.45 -0.22 -0.15 0.173
N 3.44803 -1.66735 0.78613 -0.30 -0.31 -0.38 0.174
H 3.52548 -0.53067 2.81077 0.03 0.31 0.50 0.101
H 1.95511 0.23068 2.85115 0.03 -0.10 -0.04 0.116
H 3.45367 -2.15118 -0.09455 -0.10 -0.01 0.12 0.118
H 4.13922 -1.87942 1.47566 0.37 -0.32 -0.21 0.103
```
Positions in Å, forces in eV/Å.

---

3.
Below is a 2-piece molecular cluster, C3H6N2S overall, with properties calculated with the ωB97M-V functional and the def2-TZVPD basis.

Output
spin multiplicity	3
HOMO level (alpha / beta)	-0.3047 / -0.3600	Ha
E_LUMO (alpha / beta)	0.9 / -1.4	eV
energy relative to the best compared isomer or geometry (same formula, charge and spin)	0.0	kcal/mol
⟨S²⟩	2.008
total energy	-625.46470	Ha
strongest force on any atom	4.7	eV/A
orbital gap (alpha / beta)	9.201 / 8.423	eV

Geometry as XYZ:
```
12
Properties=species:S:1:pos:R:3:forces:R:3:lowdin_charge:R:1
C 2.15079 -0.04207 -0.26698 3.91 0.20 -1.34 -0.022
C 0.98132 0.04342 0.25449 -4.04 1.11 2.05 -0.213
C -0.10386 -0.99087 0.18733 0.90 -0.06 1.83 -0.283
N -0.98409 -1.05623 1.11522 0.11 -2.67 -2.85 0.070
N -1.98638 1.20578 -0.56433 -0.10 0.33 -0.12 -0.528
S -3.13921 0.24265 -0.91358 -0.46 -0.76 0.02 0.625
H 2.96041 0.72451 -0.26661 -1.04 -0.31 0.50 0.072
H 2.55200 -0.93596 -0.75181 -0.71 -0.01 -0.14 0.065
H 0.55298 0.89285 0.91130 1.32 -0.90 -1.35 0.125
H 0.01749 -1.79268 -0.56107 -0.59 0.43 0.12 0.111
H -0.87296 -0.40810 1.82982 0.30 1.96 1.30 0.008
H -2.12849 2.11669 -0.97378 0.41 0.68 -0.01 -0.029
```
Positions in Å, forces in eV/Å.

---

4.
Below is a 2-piece molecular cluster, CH5NO2S overall, with properties calculated with the ωB97M-V functional and the def2-TZVPD basis.

Output
spin multiplicity	1
HOMO level (alpha / beta)	-0.3204 / -0.2908	Ha
E_LUMO (alpha / beta)	0.1 / -1.0	eV
energy relative to the best compared isomer or geometry (same formula, charge and spin)	95.1	kcal/mol
total energy	-644.39279	Ha
strongest force on any atom	3.0	eV/A
orbital gap (alpha / beta)	8.814 / 6.902	eV

Geometry as XYZ:
```
10
Properties=species:S:1:pos:R:3:forces:R:3:lowdin_charge:R:1
C -1.58602 -0.53919 0.58635 -1.52 -2.43 -0.45 -0.117
N 1.58580 -0.70595 -1.02121 0.13 0.77 0.37 0.007
O 0.07585 2.88986 0.77825 -0.27 -0.08 0.43 -0.511
O -1.18086 0.66162 0.76909 0.68 2.77 0.95 -0.432
S -0.35117 1.81356 -0.10091 0.11 -0.47 -0.81 0.960
H -1.21347 -1.21668 -0.18536 0.10 0.54 0.02 0.067
H -2.54308 -0.75755 1.08596 0.71 -0.08 -0.11 0.081
H 1.45272 -1.60257 -0.59099 0.25 -0.65 0.04 -0.002
H 2.58242 -0.47700 -0.98333 -0.28 -0.34 -0.12 0.021
H 1.17781 -0.06611 -0.33786 0.10 -0.02 -0.31 -0.074
```
Positions in Å, forces in eV/Å.

---

5.
Below is an isolated ion of composition C6H8NO and charge +1, with properties calculated with the ωB97M-V functional and the def2-TZVPD basis.

Output
spin multiplicity	1
HOMO level (alpha / beta)	-0.4784 / -0.4702	Ha
E_LUMO (alpha / beta)	-4.8 / -5.1	eV
energy relative to the best compared isomer or geometry (same formula, charge and spin)	114.0	kcal/mol
total energy	-362.91557	Ha
charge	+1
strongest force on any atom	3.8	eV/A
orbital gap (alpha / beta)	8.246 / 7.691	eV

Geometry as XYZ:
```
16
Properties=species:S:1:pos:R:3:forces:R:3:lowdin_charge:R:1
C 0.02667 0.38500 0.96242 -2.21 -2.18 -1.51 -0.013
C -1.17356 -1.24013 -0.01104 0.66 1.62 3.32 0.086
C 0.84489 -0.77778 1.36846 0.70 0.26 0.26 -0.121
C 0.10353 -1.86761 0.50689 0.48 -0.10 -0.46 -0.108
C -0.91058 1.67335 -0.75192 -0.68 -0.31 -0.10 -0.080
C -1.37101 0.49618 -1.58467 0.16 1.95 -0.46 -0.005
N 0.24323 1.25454 0.04933 0.60 0.03 0.36 0.051
O -1.31980 -0.69556 -1.14473 0.28 -0.74 -1.23 0.060
H 1.92146 -0.69965 1.16698 -0.08 -0.14 0.02 0.122
H 0.69732 -1.00917 2.42174 -0.06 0.00 -0.06 0.127
H -0.13297 -2.73767 1.11858 -0.04 0.10 -0.11 0.123
H 0.74349 -2.16931 -0.32815 -0.01 -0.02 0.02 0.133
H -0.64531 2.50059 -1.40939 -0.05 -0.09 -0.03 0.141
H -1.71725 1.99394 -0.08261 0.22 0.03 0.00 0.152
H -1.75885 0.63497 -2.58323 0.03 -0.30 -0.01 0.151
H 1.16590 1.55153 -0.27648 0.00 -0.11 0.00 0.182
```
Positions in Å, forces in eV/Å.